Entry 1:
CH3NO2P | wB97M-V/def2-TZVPD

```
8
Properties=species:S:1:pos:R:3:forces:R:3:nbo_charge:R:1
C -1.837 0.654 -0.197 -1.20 0.66 0.50 -0.18
N -0.823 0.394 0.588 1.02 -1.40 -3.40 -0.73
O 1.273 -1.351 -1.234 -0.96 -1.44 -1.45 -1.13
O 2.125 -0.493 0.969 -0.13 0.65 -0.91 -1.15
P 1.810 -0.207 -0.496 2.53 0.75 1.77 1.36
H -2.001 0.080 -1.159 1.28 -0.18 1.10 0.11
H 0.068 -0.137 0.236 -2.63 0.57 1.44 0.34
H -0.615 1.059 1.292 0.09 0.38 0.95 0.37
```
Forces are in eV/Å.

multiplicity = 1
net charge = -1
F_max = 3.82 eV/Å

Entry 2:
CH3NO2S | wB97M-V/def2-TZVPD

```
8
Properties=species:S:1:pos:R:3:forces:R:3:nbo_charge:R:1
C -0.568 -0.198 0.759 1.62 1.34 -3.42 -0.53
N -0.604 -0.231 -0.918 1.35 -0.92 0.95 -0.77
O 2.050 0.038 -0.079 -0.62 -0.54 -0.80 -0.87
O 0.489 1.893 -0.503 0.14 3.64 -0.68 -0.90
S 0.724 0.550 -0.269 -2.04 -2.55 2.79 2.26
H -1.444 0.355 1.021 -0.10 0.03 0.85 0.24
H -0.289 -1.197 0.975 -0.30 -0.58 1.29 0.22
H -0.359 -1.210 -0.986 -0.06 -0.42 -0.99 0.36
```
Forces are in eV/Å.

multiplicity = 1
SMILES = O=S1(=O)CN1
F_max = 4.29 eV/Å

Kohn-Sham gap readings, ordered: 8.624 11.191 eV
Molecular weight readings, ordered: 92.014 93.107 g mol⁻¹
Relative energy (zero: lowest compared OMol25 entry of this formula, charge and spin) readings, ordered: 123.8 265.4 kJ/mol